No. 1
# C5H4INO

An isolated molecule of C5H4INO at a distorted geometry (ωB97M-V with the def2-TZVPD basis set, OMol25).

The geometry in XYZ format:
```
12
Properties=species:S:1:pos:R:3:forces:R:3:lowdin_charge:R:1
N 1.2854 2.7394 -0.3997 -0.3857 -0.1163 0.2431 0.187
C 0.3902 2.0838 -0.0935 0.2918 -1.0093 -0.1525 -0.116
C -0.7890 1.1890 0.1780 -1.4992 -1.0920 0.3707 -0.371
O -1.8220 1.7498 0.4045 -0.0179 0.1277 0.0282 0.093
C -0.7340 -0.3873 0.0891 0.9984 0.7506 -0.0421 -0.734
I -2.5744 -1.5157 -0.0886 1.0242 0.9341 0.1939 0.859
C 0.4883 -0.7888 -0.7192 0.0279 -0.2261 -1.5091 -0.187
C 0.4850 -1.0450 0.7359 1.7368 0.8248 0.5944 -0.168
H 0.4837 -1.6184 -1.4759 -0.2670 0.9334 1.0076 0.127
H 0.9946 0.1309 -1.0509 0.1957 -0.9117 -0.0740 0.086
H 0.5446 -2.0624 1.0903 -0.8967 -0.2093 -0.1845 0.099
H 1.2475 -0.4752 1.3301 -1.2084 -0.0061 -0.4756 0.125
```
Forces are in eV/Å.

Properties
- net charge = 0
- gap between HOMO and LUMO (eV) = 9.442
- energy relative to the best compared isomer or geometry (same formula, charge and spin) (kJ/mol) = 89.9
- highest occupied orbital energy (eV) = -9.9
- DFT total energy (Eh) = -620.5338
- largest force on an atom (eV/A) = 2.0

No. 2
# C5H4LaO5

A structure of composition C5H4LaO5 at a distorted geometry (ωB97M-V with the def2-TZVPD basis set, OMol25).

The geometry in XYZ format:
```
15
Properties=species:S:1:pos:R:3:forces:R:3:lowdin_charge:R:1
O 2.4943 2.3379 1.4847 -4.6483 -1.6831 -3.2703 0.247
C 1.5863 1.9949 0.8499 6.2201 2.5039 4.6372 -0.020
La -0.2487 0.9870 -0.5699 1.9981 -0.3057 -4.0626 1.976
O -1.7889 4.2314 -1.5705 1.9826 -4.5177 1.9072 0.231
C -1.3495 3.2422 -1.1722 -2.7752 6.1771 -2.4833 -0.022
C -0.7989 0.4791 1.7117 -1.6279 -2.9428 8.6328 -0.077
O -0.9729 0.0565 2.7761 0.8251 2.1874 -5.2827 0.275
C -2.3965 -0.2961 -0.5991 -6.2721 -5.2898 -0.2152 -0.028
O -3.2479 -1.0790 -0.6649 4.1825 3.9873 0.3084 0.252
C 1.1279 -2.1954 -0.0304 -0.2044 -0.9589 1.0850 -0.016
O 0.8286 -1.1227 -0.9706 0.2333 1.0273 -1.4741 -0.332
H 1.4990 -1.7198 0.8986 0.0996 -0.4541 -0.5309 0.106
H 1.8668 -2.8937 -0.4767 -0.4790 0.5048 0.4544 0.143
H 0.1628 -2.6927 0.1732 0.6610 -0.1082 -0.1058 0.115
H 1.2376 -1.3295 -1.8399 -0.1955 -0.1273 0.3997 0.149
```
Forces are in eV/Å.

Properties
- net charge = +3
- gap between HOMO and LUMO (eV) = 8.962
- highest occupied orbital energy (eV) = -23.9
- DFT total energy (Eh) = -599.4677
- largest force on an atom (eV/A) = 9.3

No. 3
# C5H4LiNOS

A structure of composition C5H4LiNOS (ωB97M-V with the def2-TZVPD basis set, OMol25).

The geometry in XYZ format:
```
13
Properties=species:S:1:pos:R:3:forces:R:3:lowdin_charge:R:1
Li -0.0168 0.3097 0.2485 -0.0197 0.3760 -0.4405 0.609
O 0.0579 -1.0687 1.2480 -0.0017 0.0302 0.6594 -0.282
N 0.1210 -2.2338 0.6537 0.0215 -0.4044 -0.5027 -0.259
C 0.1807 -3.3368 1.4117 0.0352 -0.6504 0.4921 -0.033
C 0.2488 -4.5949 0.8712 -0.0079 0.1553 0.0249 -0.065
C 0.2561 -4.7287 -0.5183 -0.0088 0.1528 0.0188 -0.075
C 0.1948 -3.5977 -1.2857 0.0125 -0.2210 0.2064 -0.108
C 0.1257 -2.3215 -0.7063 0.0000 0.0032 -0.2020 -0.746
S 0.0507 -0.9363 -1.6751 -0.0414 0.7539 -0.2078 0.521
H 0.1704 -3.1460 2.4737 -0.0031 0.0559 -0.0051 0.134
H 0.2954 -5.4540 1.5187 0.0015 -0.0318 0.1224 0.102
H 0.3087 -5.7000 -0.9806 0.0087 -0.1593 -0.0504 0.105
H 0.1966 -3.6300 -2.3616 0.0031 -0.0604 -0.1155 0.098
```
Forces are in eV/Å.

Properties
- net charge = 0
- gap between HOMO and LUMO (eV) = 7.664
- energy relative to the best compared isomer or geometry (same formula, charge and spin) (kJ/mol) = 3.0
- highest occupied orbital energy (eV) = -7.7
- DFT total energy (Eh) = -728.6622
- largest force on an atom (eV/A) = 0.8

No. 4
# C5H4LiO

A structure of composition C5H4LiO at a distorted geometry (ωB97M-V with the def2-TZVPD basis set, OMol25).

The geometry in XYZ format:
```
11
Properties=species:S:1:pos:R:3:forces:R:3:lowdin_spin:R:1
C -0.8913 -1.4030 0.7587 2.4826 0.6492 0.2184 0.094
H -1.3201 -2.1786 0.1135 -0.4783 0.3280 0.5149 0.013
H -1.4619 0.6303 1.8432 -0.3083 -0.2861 -0.2473 0.016
H -0.3039 -1.7608 1.6132 -0.1989 -0.0045 -0.3658 0.011
C -1.5380 0.1337 0.8710 -2.2053 -3.6843 -0.3782 0.069
C -0.3934 -0.1913 0.0719 0.5114 -0.5766 -0.3298 0.374
C 0.7537 0.2986 -0.5233 -0.1265 0.5670 -0.2945 0.061
C 1.6492 0.8671 -1.1649 -1.4375 -0.8436 1.0683 0.200
O 2.5673 1.4328 -1.7863 1.1291 1.1250 -0.7565 0.119
Li 3.4222 2.8135 -2.4458 -0.4865 -0.8274 0.3734 0.008
H -2.4837 -0.6423 0.6489 1.1182 3.5534 0.1970 0.036
```
Forces are in eV/Å.

Properties
- net charge = 0
- gap between HOMO and LUMO (alpha / beta) (eV) = 3.876 / 5.741
- spin multiplicity = 2
- highest occupied orbital energy (alpha / beta) (eV) = -5.2 / -7.1
- DFT total energy (Eh) = -275.4990
- largest force on an atom (eV/A) = 4.3

No. 5
# C5H4N

The ion C5H4N with charge +1 at a distorted geometry (ωB97M-V with the def2-TZVPD basis set, OMol25).

The geometry in XYZ format:
```
10
Properties=species:S:1:pos:R:3:forces:R:3:lowdin_charge:R:1
C 0.9692 0.3521 -0.7687 -3.1491 -2.9496 -0.1847 -0.271
C 2.0028 1.0765 -0.9399 1.8689 1.2363 -0.1028 0.355
C -0.7768 0.6292 2.0457 -0.9712 -0.0675 0.7151 0.229
C -0.3019 -0.0399 1.1497 -2.2667 2.0970 3.6405 -0.162
C -0.2777 -0.2731 -1.3663 4.7821 -0.3474 1.7614 0.183
N 0.2553 -0.6547 0.1089 1.5309 -0.5315 -3.1122 0.049
H -1.3644 1.1595 2.9214 1.7322 -1.3345 -2.3476 0.138
H -1.1089 0.2749 -1.2448 -3.1136 1.6765 0.0973 0.097
H -0.0471 -0.9141 -2.1950 -0.3637 -0.7704 0.0652 0.145
H 0.6495 -1.6104 0.2889 -0.0497 0.9910 -0.5322 0.239
```
Forces are in eV/Å.

Properties
- net charge = +1
- gap between HOMO and LUMO (eV) = 8.660
- energy relative to the best compared isomer or geometry (same formula, charge and spin) (kJ/mol) = 519.4
- highest occupied orbital energy (eV) = -15.6
- DFT total energy (Eh) = -247.0641
- largest force on an atom (eV/A) = 5.1

No. 6
# C5H4N

The ion C5H4N with charge +1 at a distorted geometry (ωB97M-V with the def2-TZVPD basis set, OMol25).

The geometry in XYZ format:
```
10
Properties=species:S:1:pos:R:3:forces:R:3:lowdin_charge:R:1
C 2.3644 0.4960 -0.1054 -5.2495 -0.1269 -1.3172 0.226
C 1.1822 0.4191 -0.3735 0.5983 -0.7770 1.1682 -0.028
C -0.2680 0.5901 -0.3375 2.2443 0.5740 0.3855 -0.200
C -1.3192 0.0563 0.5951 0.9886 0.1455 -2.5225 0.191
C -1.6575 -1.1345 -0.2614 0.6601 1.0399 2.5117 0.109
N -1.1690 -0.3544 -1.1060 0.1272 -0.3884 -1.5004 0.235
H 3.3123 0.2513 0.0550 3.7054 -0.3598 0.6429 0.019
H -0.3187 1.6367 -0.6151 -1.1459 0.2375 -0.0945 0.161
H -2.0192 0.8538 0.5453 -1.5528 0.2490 1.4679 0.127
H -2.2277 -2.0118 -0.0544 -0.3757 -0.5938 -0.7417 0.160
```
Forces are in eV/Å.

Properties
- net charge = +1
- gap between HOMO and LUMO (eV) = 8.839
- energy relative to the best compared isomer or geometry (same formula, charge and spin) (kJ/mol) = 293.4
- highest occupied orbital energy (eV) = -15.2
- DFT total energy (Eh) = -247.1502
- largest force on an atom (eV/A) = 5.4

No. 7
# C5H4N2

An isolated molecule of C5H4N2 (ωB97M-V with the def2-TZVPD basis set, OMol25).

The geometry in XYZ format:
```
11
Properties=species:S:1:pos:R:3:forces:R:3:lowdin_charge:R:1
C 2.8701 -0.9099 0.5566 -0.6211 0.3455 -0.2686 0.137
C 1.7368 -0.4046 0.2445 0.2760 -0.3541 0.3297 -0.239
C 0.3391 -0.0676 0.1503 -0.1464 0.0542 -0.0929 -0.248
C -0.7986 -0.8298 0.3203 0.0115 0.0660 -0.0590 -0.035
N -1.8226 -0.0401 -0.0708 -0.1497 -0.1193 0.0987 -0.032
N -1.4442 1.1802 -0.4736 0.1557 -0.0433 0.1324 0.039
C -0.1329 1.1735 -0.3315 -0.0211 0.1359 -0.0497 -0.123
H 2.4127 0.0863 -0.5384 0.4884 -0.1225 0.0693 0.104
H -0.9532 -1.8349 0.6875 0.0649 0.1418 -0.1463 0.128
H -2.8012 -0.2745 -0.1055 0.1133 -0.0103 0.0740 0.153
H 0.4650 2.0491 -0.5502 -0.1715 -0.0938 -0.0876 0.116
```
Forces are in eV/Å.

Properties
- net charge = 0
- gap between HOMO and LUMO (eV) = 9.982
- energy relative to the best compared isomer or geometry (same formula, charge and spin) (kJ/mol) = 373.5
- highest occupied orbital energy (eV) = -9.4
- DFT total energy (Eh) = -302.2860
- largest force on an atom (eV/A) = 0.8

No. 8
# C5H4N2

An isolated molecule of C5H4N2 at a distorted geometry (ωB97M-V with the def2-TZVPD basis set, OMol25).

The geometry in XYZ format:
```
11
Properties=species:S:1:pos:R:3:forces:R:3:lowdin_charge:R:1
C 2.0607 -1.1749 0.9985 -0.5709 0.3144 -0.4804 0.136
C 1.1511 -0.8148 0.2974 0.6648 -0.8312 1.0478 -0.112
C 0.3049 0.8515 -1.1560 -0.5667 0.2220 -0.0790 0.041
C -0.0044 -0.4436 -0.4917 0.2621 -0.0608 -0.2636 -0.388
N -1.2083 -0.2037 0.3131 -0.0098 -0.5881 0.4200 0.011
N -1.5976 1.0018 0.1973 0.0100 0.0514 -0.0441 0.090
C -0.7450 1.6224 -0.6407 0.2160 0.5186 -0.3344 -0.199
H 2.8835 -1.4639 1.6052 0.0398 -0.0007 0.0002 0.029
H -0.2271 -1.2048 -1.2429 -0.0310 -0.0615 -0.0971 0.160
H -1.6781 -0.8238 0.9587 0.0737 0.0344 -0.1005 0.161
H -0.9398 2.6539 -0.8389 -0.0880 0.4014 -0.0689 0.072
```
Forces are in eV/Å.

Properties
- net charge = 0
- gap between HOMO and LUMO (eV) = 8.201
- energy relative to the best compared isomer or geometry (same formula, charge and spin) (kJ/mol) = 532.4
- highest occupied orbital energy (eV) = -8.7
- DFT total energy (Eh) = -302.2255
- largest force on an atom (eV/A) = 1.5

No. 9
# C5H4N2

An isolated molecule of C5H4N2 (ωB97M-V with the def2-TZVPD basis set, OMol25).

The geometry in XYZ format:
```
11
Properties=species:S:1:pos:R:3:forces:R:3:lowdin_charge:R:1
H 2.3763 -1.4156 0.3460 0.1071 0.0369 0.1273 0.066
N 1.6250 -0.7281 0.2355 0.4116 0.1911 0.2373 0.060
N 1.9856 0.3055 0.8107 -0.1775 -0.3315 -0.1939 -0.046
C 1.0272 1.4044 0.7136 -0.1500 0.0275 -0.0705 -0.137
C -0.0122 1.2090 -0.0534 0.1772 -0.3347 -0.0692 -0.028
C -0.6464 0.4199 -0.8915 -0.0518 0.2162 0.0925 -0.132
C -1.6394 -0.5197 -0.4819 -0.4707 -0.2536 0.1008 -0.140
C -2.4639 -1.3351 -0.1576 0.3085 0.3131 -0.1382 0.125
H 1.2950 2.2791 1.2861 -0.0639 -0.0385 -0.0593 0.085
H -0.3582 0.4404 -1.9399 -0.1633 0.0947 -0.0047 0.120
H -3.1892 -2.0600 0.1323 0.0726 0.0788 -0.0222 0.028
```
Forces are in eV/Å.

Properties
- net charge = 0
- gap between HOMO and LUMO (eV) = 9.455
- energy relative to the best compared isomer or geometry (same formula, charge and spin) (kJ/mol) = 488.8
- highest occupied orbital energy (eV) = -9.3
- DFT total energy (Eh) = -302.2421
- largest force on an atom (eV/A) = 0.5

No. 10
# C5H4N2

An isolated molecule of C5H4N2 at a distorted geometry (ωB97M-V with the def2-TZVPD basis set, OMol25).

The geometry in XYZ format:
```
11
Properties=species:S:1:pos:R:3:forces:R:3:lowdin_charge:R:1
C 2.9006 -0.8423 0.6776 -0.8844 0.2628 -0.3668 0.175
C 1.7293 -0.4859 0.2692 0.3782 -0.1909 -0.2101 -0.266
C 0.3736 0.0286 0.2669 -0.3951 0.1340 0.2136 -0.271
C -0.7691 -0.7367 0.2715 -0.0767 0.1398 0.0765 -0.050
N -1.7584 0.0919 -0.1194 -0.2352 -0.0545 0.0360 -0.033
N -1.3404 1.3321 -0.4069 0.0981 -0.0694 0.0775 0.036
C -0.0361 1.2988 -0.1927 -0.0830 0.1196 0.0661 -0.115
H 1.8137 -0.7546 -0.8063 1.3672 -0.5004 -0.0291 0.126
H -0.9200 -1.7870 0.4830 -0.0298 0.2250 0.0083 0.130
H -2.7345 -0.1298 -0.2172 0.0440 0.0540 0.0340 0.151
H 0.5881 2.1625 -0.3892 -0.1833 -0.1200 0.0940 0.116
```
Forces are in eV/Å.

Properties
- net charge = 0
- gap between HOMO and LUMO (eV) = 9.729
- energy relative to the best compared isomer or geometry (same formula, charge and spin) (kJ/mol) = 414.1
- highest occupied orbital energy (eV) = -9.7
- DFT total energy (Eh) = -302.2706
- largest force on an atom (eV/A) = 1.5

No. 11
# C5H4N2O

An isolated molecule of C5H4N2O at a distorted geometry (ωB97M-V with the def2-TZVPD basis set, OMol25).

The geometry in XYZ format:
```
12
Properties=species:S:1:pos:R:3:forces:R:3:lowdin_charge:R:1
O -0.4036 -2.8339 0.0665 0.3547 5.7457 5.9844 -0.038
C -0.3511 -1.8509 0.9545 -1.1388 -0.8869 -1.2579 -0.075
C -0.2362 -0.3107 0.5132 1.6829 -0.7127 -2.8987 -0.250
C 0.4402 -0.3456 -0.7927 -3.8221 -1.7728 2.3566 -0.050
C 0.8370 0.7887 -1.3009 3.5651 0.5964 -1.8421 -0.107
C 0.5368 1.9948 -0.6840 -1.3862 2.6190 0.5825 -0.166
N -0.4035 2.0700 0.2520 2.2218 -2.1690 2.2161 0.056
N -0.5204 0.8250 1.1120 -0.9930 0.4950 -2.2362 0.094
H -0.4353 -1.6920 2.1738 0.1075 -2.1740 -2.5967 0.163
H 0.2101 -1.2979 -1.2440 1.3495 -0.1702 -0.6447 0.105
H 1.6008 0.7148 -2.0887 -0.7540 0.5598 -0.1878 0.123
H 0.9598 3.0229 -1.0616 -1.1874 -2.1304 0.5245 0.147
```
Forces are in eV/Å.

Properties
- net charge = 0
- gap between HOMO and LUMO (eV) = 9.266
- energy relative to the best compared isomer or geometry (same formula, charge and spin) (kJ/mol) = 397.3
- highest occupied orbital energy (eV) = -10.2
- DFT total energy (Eh) = -377.5127
- largest force on an atom (eV/A) = 8.3

No. 12
# C5H4N2O

An isolated molecule of C5H4N2O at a distorted geometry (ωB97M-V with the def2-TZVPD basis set, OMol25).

The geometry in XYZ format:
```
12
Properties=species:S:1:pos:R:3:forces:R:3:lowdin_charge:R:1
C -2.1483 1.9747 0.6858 -0.7956 0.6426 0.3232 0.133
C -1.4204 1.1103 0.2748 0.3943 -0.2556 0.9341 -0.068
C -0.4292 0.0795 0.0036 0.1488 1.6524 -0.8397 -0.280
C -0.0626 -0.9743 0.9852 -0.9542 -1.1081 2.3486 -0.183
O -0.1801 -0.8220 2.2067 0.4705 -0.3494 -2.8812 0.055
N 0.2323 0.2500 -1.0873 -0.3897 -1.1834 -0.0535 0.075
N 1.0654 -0.7963 -1.4644 0.3779 0.5399 0.0189 -0.060
C 2.2816 -0.4714 -1.6181 0.6757 -0.5487 -0.1436 -0.034
H -2.8379 2.7496 1.0722 0.9452 -1.0475 -0.6344 0.058
H 0.2366 -1.9642 0.5024 -0.0209 1.0546 0.6693 0.137
H 2.6172 0.5388 -1.3490 0.1218 -0.3012 -0.2547 0.080
H 3.0141 -1.2363 -2.0050 -0.9739 0.9045 0.5131 0.088
```
Forces are in eV/Å.

Properties
- net charge = 0
- gap between HOMO and LUMO (eV) = 9.198
- energy relative to the best compared isomer or geometry (same formula, charge and spin) (kJ/mol) = 378.5
- highest occupied orbital energy (eV) = -9.9
- DFT total energy (Eh) = -377.5199
- largest force on an atom (eV/A) = 2.9

Q: largest force on an atom of number 9 (C5H4N2)?
A: 0.5 eV/A

Q: Which value of largest force on an atom does entry 7 give?
A: 0.8 eV/A